[1]
This record from the Open Molecules 2025 dataset describes C31H56N3NiO2P2 as an isolated structure in a non-equilibrium geometry. The level of theory is wB97M-V/def2-TZVPD.

Geometry as XYZ:
```
95
Properties=species:S:1:pos:R:3:forces:R:3:lowdin_spin:R:1
C 2.57294 -1.32647 -1.11767 -0.411 0.229 -0.060 -0.001
C 1.60426 0.63599 -2.08013 -0.319 -1.939 0.645 0.006
C 3.47975 -1.44351 -2.18840 -0.399 0.457 -0.262 0.136
C 2.34460 0.38606 -3.27201 -1.084 1.812 0.294 0.107
C 3.31969 -0.57757 -3.28742 0.908 -0.811 0.076 -0.009
H 4.24281 -2.21377 -2.17081 -0.070 0.108 -0.067 0.007
H 2.16374 1.08622 -4.10732 0.397 -0.540 0.378 0.004
H 4.00627 -0.64101 -4.15082 -0.565 -0.130 0.533 -0.003
N 1.68068 -0.34202 -1.06919 0.215 1.592 -1.059 0.101
P 0.81421 -2.26799 0.85996 -0.588 -0.986 -0.385 0.040
P 0.28972 2.17807 -0.17612 -1.388 -0.039 0.627 0.101
C 2.50002 -2.31294 0.03850 -0.037 -0.130 0.136 0.000
H 2.66905 -3.34325 -0.30412 0.224 0.296 -0.005 0.000
H 3.28361 -2.06901 0.78467 -0.394 -0.123 -0.290 -0.002
C 0.73145 1.75840 -1.82700 -0.331 -0.275 -3.237 0.483
H 0.42765 2.38567 -2.73726 0.660 -0.961 1.404 0.014
C -1.38593 3.11851 -0.04312 -0.211 0.143 -0.370 0.010
C 1.67725 3.35342 0.00764 0.586 0.457 -0.168 0.042
C -0.24122 -3.43142 -0.24247 -0.120 0.492 0.629 0.010
C 1.06772 -3.15679 2.50532 -0.109 -0.201 -0.346 0.005
C -2.47329 2.24700 0.64828 0.526 0.096 -0.181 0.000
H -2.15782 1.95300 1.65301 -0.054 -0.018 -0.064 -0.001
H -3.40199 2.82303 0.72414 0.187 0.089 0.020 0.000
H -2.69627 1.34870 0.08844 -0.028 -0.120 0.041 0.000
C -1.26459 4.37993 0.82707 -0.011 0.266 0.063 0.000
H -0.91576 4.14542 1.84447 -0.124 0.090 -0.355 0.000
H -0.61050 5.13914 0.38083 -0.239 -0.246 0.235 0.000
H -2.26582 4.83851 0.92449 0.342 -0.251 -0.073 0.000
C -1.88342 3.51404 -1.44692 0.060 0.093 0.513 0.004
H -2.79468 4.11019 -1.32928 -0.065 -0.208 -0.141 0.001
H -1.16518 4.15021 -1.96340 0.039 -0.050 -0.099 0.000
H -2.08359 2.62363 -2.04753 -0.109 0.288 0.099 0.001
C 1.75035 3.85721 1.44916 0.360 0.340 0.451 0.007
H 1.42973 3.08722 2.16647 0.102 0.365 -0.161 0.001
H 2.79720 4.10419 1.68951 -0.360 0.003 0.009 0.001
H 1.14910 4.76033 1.59635 0.205 -0.290 0.052 0.000
C 3.00237 2.60155 -0.29873 0.178 0.038 0.016 0.006
H 3.13156 1.73084 0.36361 0.039 0.275 -0.258 0.001
H 3.07648 2.26719 -1.34670 0.054 0.271 0.573 0.003
H 3.83781 3.30183 -0.11904 -0.347 -0.273 0.008 0.000
C 1.51854 4.49811 -1.02093 0.574 0.599 -0.099 0.013
H 0.98508 4.21973 -1.94111 0.222 0.056 0.393 0.003
H 1.01396 5.37471 -0.59116 0.210 -0.296 -0.187 0.000
H 2.52396 4.82501 -1.34522 -0.395 0.006 0.172 0.001
C -0.30531 -3.52493 3.09574 -0.140 0.099 0.242 0.000
H -0.13631 -3.94975 4.09880 -0.042 0.081 -0.249 0.000
H -0.93187 -2.62425 3.21314 0.242 -0.418 -0.074 0.000
H -0.85327 -4.27371 2.51011 0.215 0.253 0.219 0.000
C 1.73522 -2.18585 3.47616 0.081 0.042 0.227 0.000
H 2.72214 -1.86131 3.12629 -0.143 0.036 0.088 0.000
H 1.10502 -1.31394 3.66735 0.109 -0.126 -0.056 0.000
H 1.87754 -2.70967 4.43361 0.009 0.146 -0.216 0.000
C 1.96219 -4.40206 2.39225 0.155 -0.210 0.198 0.003
H 2.86759 -4.21699 1.79591 -0.218 -0.095 0.215 0.000
H 2.28977 -4.66665 3.40923 -0.027 0.013 -0.253 0.001
H 1.44489 -5.27850 1.98794 0.204 0.334 0.104 0.000
C 0.02753 -3.10932 -1.71278 0.039 0.224 -0.246 0.001
H 1.04033 -3.39459 -2.02940 -0.205 -0.021 0.069 0.000
H -0.68460 -3.67494 -2.33516 0.191 0.113 0.153 0.000
H -0.10608 -2.03906 -1.93177 0.098 -0.484 0.134 0.000
C -1.72848 -3.08658 0.07806 0.590 -0.140 -0.288 0.002
H -1.98889 -2.13051 -0.35601 -0.044 -0.067 0.066 0.000
H -2.37218 -3.83175 -0.38170 -0.111 -0.281 0.044 0.000
H -1.93451 -3.01604 1.14161 -0.049 -0.142 0.048 0.000
C 0.02105 -4.91555 -0.02184 -0.205 -0.359 -0.239 0.004
H 1.07325 -5.17694 -0.17165 -0.106 0.010 0.056 0.000
H -0.31130 -5.27870 0.95604 0.149 0.123 -0.300 0.000
H -0.55483 -5.47372 -0.77335 0.084 0.053 0.089 0.001
Ni 0.18016 -0.05362 0.57722 0.482 -0.054 -0.480 0.830
C 1.26759 0.49778 1.84560 3.325 0.672 4.509 0.005
O 2.12372 0.77459 2.61330 -2.785 -0.666 -2.870 -0.021
N -1.42667 -0.25322 -0.87587 0.681 1.362 -0.868 0.052
C -1.48011 0.20131 -1.94589 -0.307 -1.177 -0.300 0.021
C -2.01359 0.26151 -3.37665 1.318 0.630 0.637 0.005
C -1.47813 1.34252 -4.32408 -0.075 0.325 -0.357 0.002
C -1.65007 -1.09461 -3.95983 -0.020 -0.717 0.075 0.000
C -3.48865 0.45207 -3.07731 -1.077 -0.010 0.506 0.001
H -1.64898 2.36586 -3.97727 0.001 -0.207 0.002 0.000
H -0.41700 1.23492 -4.57949 -0.191 -0.145 0.240 0.000
H -2.03314 1.24046 -5.27616 0.186 -0.029 0.457 0.000
H -1.95053 -1.87066 -3.23991 0.030 0.066 -0.482 0.000
H -2.16675 -1.25357 -4.91719 0.150 0.084 0.266 0.000
H -0.55892 -1.17948 -4.11069 -0.468 0.048 -0.012 0.000
H -3.95748 1.17817 -3.76095 0.015 -0.603 0.099 0.000
H -3.95556 -0.54929 -3.08549 -0.212 0.647 -0.155 0.000
H -3.60807 0.84680 -2.04559 -0.229 -0.132 -0.763 0.000
C -0.99568 0.61459 5.10870 0.296 -0.002 0.148 0.000
C -2.01095 0.13120 4.10609 -0.413 -0.279 -0.855 -0.001
N -3.27269 0.62299 4.26892 0.633 0.325 0.745 0.000
O -1.75522 -0.62723 3.16766 0.020 0.659 0.859 -0.003
H -1.26532 1.59619 5.52310 0.077 -0.318 -0.088 0.000
H -0.01768 0.68614 4.61828 -0.233 -0.051 0.166 0.000
H -0.91987 -0.11046 5.93692 -0.025 0.256 -0.323 0.000
H -3.99205 0.24374 3.69504 -0.423 -0.169 -0.254 0.000
H -3.51871 1.15930 5.09494 0.037 -0.276 -0.435 0.000
```
Positions in Å, forces in eV/Å.

The value obtained for the energy relative to the best compared isomer or geometry (same formula, charge and spin) is 0.707 eV. Its spin multiplicity is 3. As for the HOMO-LUMO gap (alpha / beta): 7.47 / 6.14 eV. For the max |F|, the calculation gives 5.642 eV/Å. As for the total charge: +1.



[2]
This record from the Open Molecules 2025 dataset describes C31H56N3O2P2W as an isolated structure in a non-equilibrium geometry. The level of theory is wB97M-V/def2-TZVPD.

Geometry as XYZ:
```
95
Properties=species:S:1:pos:R:3:forces:R:3:lowdin_spin:R:1
C 2.40809 -1.29921 -0.97445 0.043 0.271 -0.338 0.025
C 1.32299 0.55769 -1.98475 1.054 -0.861 -0.388 0.001
C 3.25109 -1.43601 -2.08225 -0.222 0.356 -0.107 0.006
C 2.13679 0.44079 -3.12585 -0.587 0.323 0.656 0.017
C 3.11969 -0.54921 -3.16485 0.118 -0.338 0.509 0.018
H 3.99019 -2.24151 -2.10195 -0.295 0.299 -0.009 0.000
H 1.99259 1.13049 -3.96235 0.046 -0.286 0.293 0.001
H 3.77259 -0.64601 -4.03815 -0.268 0.023 0.336 0.001
N 1.48999 -0.29001 -0.92345 0.025 -0.045 -0.430 0.011
P 0.67219 -2.42281 0.90345 1.681 -3.294 -0.655 0.009
P 0.02899 2.18069 -0.11045 1.090 2.498 -1.834 -0.009
C 2.41259 -2.27231 0.18015 -0.090 0.237 0.320 0.005
H 2.86969 -3.23041 -0.12105 -0.324 0.355 0.177 0.000
H 3.00809 -1.85751 1.01605 -0.022 -0.215 -0.447 0.000
C 0.14939 1.48399 -1.88515 -0.687 -0.216 0.713 0.061
H 0.17319 2.23949 -2.68295 -0.250 -0.384 0.308 0.002
C -1.60121 3.21079 -0.06065 -0.361 -0.092 0.547 -0.004
C 1.52779 3.36529 0.06255 0.270 -0.310 -0.029 -0.002
C -0.25501 -3.62561 -0.26235 0.013 0.492 -0.292 0.010
C 0.95269 -3.28261 2.59115 -0.272 0.431 0.538 -0.001
C -2.68491 2.38629 0.66995 -0.183 -0.068 -0.037 -0.001
H -2.57151 2.47109 1.76115 -0.061 0.024 -0.280 0.000
H -3.67381 2.79899 0.39385 0.416 -0.237 0.223 0.000
H -2.65891 1.31939 0.41325 -0.241 0.308 -0.069 0.000
C -1.41391 4.50199 0.76265 0.287 0.161 0.068 0.000
H -1.13561 4.27919 1.80625 -0.108 0.167 -0.417 0.000
H -0.66991 5.18929 0.33085 -0.362 -0.270 0.131 0.000
H -2.38321 5.03359 0.78345 0.380 -0.303 -0.033 0.000
C -2.08331 3.56469 -1.47975 0.150 -0.062 -0.312 -0.001
H -2.72901 4.46149 -1.42885 0.305 -0.433 0.019 0.000
H -1.25341 3.78619 -2.16945 -0.417 0.124 0.249 0.000
H -2.68391 2.74989 -1.90985 0.256 0.303 0.113 0.000
C 1.54039 3.98469 1.47945 0.171 -0.157 0.412 0.000
H 0.93359 3.38999 2.17885 0.217 0.242 0.046 0.000
H 2.58249 3.97919 1.85045 -0.616 0.070 -0.029 0.000
H 1.18689 5.02389 1.49795 0.008 -0.470 0.040 0.000
C 2.82779 2.54129 -0.08205 0.167 -0.271 -0.057 0.000
H 2.74749 1.55499 0.39835 0.294 0.381 -0.149 0.000
H 3.11729 2.40189 -1.13465 -0.140 -0.058 0.351 0.000
H 3.64149 3.09789 0.41865 -0.321 -0.314 -0.370 0.000
C 1.54309 4.46659 -1.01595 -0.322 0.572 -0.138 0.000
H 0.74469 4.34159 -1.76425 0.368 0.159 0.120 0.000
H 1.38859 5.44749 -0.52825 0.063 -0.419 -0.493 0.000
H 2.51269 4.50729 -1.54305 -0.482 -0.050 0.239 0.000
C -0.41851 -3.46221 3.27675 -0.084 -0.188 -0.040 0.000
H -0.27121 -4.00161 4.23085 -0.060 0.247 -0.405 0.000
H -0.87641 -2.48541 3.50815 0.083 -0.306 -0.067 0.000
H -1.12571 -4.04781 2.66865 0.242 0.152 0.222 0.000
C 1.80309 -2.36241 3.48755 0.137 0.111 -0.046 0.001
H 2.72329 -2.01831 2.98895 -0.221 -0.186 0.351 0.000
H 1.23569 -1.47731 3.81125 0.173 -0.318 -0.028 0.001
H 2.10159 -2.93591 4.38515 -0.179 0.389 -0.388 0.000
C 1.69389 -4.62991 2.46235 0.288 -0.169 -0.273 -0.001
H 2.42199 -4.60981 1.63325 -0.188 -0.162 0.428 0.000
H 2.26459 -4.80981 3.39275 -0.316 0.095 -0.447 0.000
H 1.02089 -5.48511 2.31385 0.280 0.413 0.057 0.000
C 0.15129 -3.23851 -1.69765 0.135 -0.079 -0.142 0.001
H 1.17639 -3.56471 -1.94145 -0.376 0.099 0.060 0.000
H -0.53571 -3.73631 -2.40655 0.310 0.184 0.312 0.000
H 0.06719 -2.15341 -1.85205 -0.021 -0.403 -0.125 0.001
C -1.76271 -3.33121 -0.08925 -0.292 -0.298 0.000 0.004
H -2.14311 -2.79111 -0.97435 0.005 -0.188 0.569 0.003
H -2.30511 -4.29191 0.00205 0.124 0.578 -0.062 0.001
H -1.97291 -2.73871 0.81535 -0.177 -0.151 -0.271 -0.001
C 0.03989 -5.12441 -0.07745 0.280 -0.152 0.209 0.002
H 1.12309 -5.33831 -0.09045 -0.495 0.027 -0.049 0.000
H -0.39041 -5.53691 0.84865 0.138 0.207 -0.406 0.000
H -0.41421 -5.67391 -0.92375 0.143 0.338 0.345 0.000
W 0.11779 -0.07551 0.77045 -2.455 -1.129 0.387 0.763
C 1.51979 0.34279 2.01985 4.275 2.194 4.076 0.122
O 2.30109 0.70559 2.83035 -2.376 -1.458 -3.215 0.150
N -1.28051 -0.24201 -0.90295 0.926 2.060 -0.426 0.580
C -1.08791 0.48779 -1.92645 -0.550 -0.343 -0.514 0.091
C -1.92661 0.35519 -3.23505 -0.017 -0.197 -0.490 0.039
C -1.55171 1.37939 -4.32345 0.372 0.250 0.098 0.003
C -1.69381 -1.06231 -3.80485 0.317 -0.206 0.052 0.002
C -3.42321 0.49169 -2.87745 -0.446 0.131 0.278 0.007
H -1.68701 2.42179 -3.98685 -0.012 -0.416 -0.179 0.000
H -0.50541 1.25569 -4.65495 -0.377 0.022 0.037 0.000
H -2.19701 1.23249 -5.20795 0.278 -0.021 0.472 0.002
H -2.04411 -1.81771 -3.08495 0.094 0.187 -0.306 0.002
H -2.24771 -1.18831 -4.75345 0.229 0.137 0.495 0.000
H -0.62231 -1.24071 -4.00375 -0.367 0.019 -0.024 0.000
H -3.92151 1.18849 -3.57615 0.179 -0.408 0.345 0.000
H -3.90991 -0.49491 -2.94595 0.051 0.482 0.093 0.002
H -3.56481 0.87669 -1.85335 -0.129 -0.211 -0.440 0.001
C -0.13101 1.19719 4.29435 -0.470 0.375 0.807 0.001
C -1.22091 0.50689 3.51645 -2.261 0.203 4.274 0.008
N -2.38091 0.25949 4.17375 1.224 0.159 -0.646 0.001
O -1.14991 0.12009 2.33945 0.272 -0.595 -2.924 0.065
H -0.48861 1.49469 5.30235 -0.049 -0.130 -0.709 0.000
H 0.18249 2.12099 3.78255 0.117 -0.507 0.100 0.000
H 0.71199 0.52369 4.50345 -0.260 0.276 -0.396 0.000
H -3.14851 -0.24441 3.70545 0.583 0.410 0.319 0.000
H -2.50381 0.51529 5.16485 0.135 -0.168 -0.864 0.000
```
Positions in Å, forces in eV/Å.

The value obtained for the energy relative to the best compared isomer or geometry (same formula, charge and spin) is 0.000 eV. Its spin multiplicity is 3. As for the HOMO-LUMO gap (alpha / beta): 6.28 / 6.31 eV. For the max |F|, the calculation gives 6.301 eV/Å. As for the total charge: +3.